17
Properties=species:S:1:pos:R:3:forces:R:3 method="wB97M-V/def2-TZVPD" total_energy_ev=-9799.076 smiles="[H]/N=C(/C)N(C=C)N=C" fmax_ev_per_a=1.40 homo_lumo_gap_ev=9.6 lumo_energy_ev=0.9 multiplicity=1
H 1.0865 2.0300 -0.3687 -0.610 0.446 -0.076
N 1.7459 1.2957 -0.2060 0.187 -1.382 0.090
C 1.2089 0.1441 -0.0598 0.182 0.639 0.218
C 2.0958 -1.0580 0.1834 -0.102 -0.227 -0.462
N -0.1999 -0.1017 -0.0219 0.182 0.111 -0.227
C -1.1684 0.8932 -0.3120 0.227 0.075 0.247
C -1.2856 2.0357 0.3633 -0.230 -0.356 -0.731
N -0.5718 -1.4131 -0.0902 -0.940 -0.398 0.402
C -1.8119 -1.7242 0.0670 1.083 -0.305 -0.137
H 2.0369 -1.7766 -0.6695 0.063 0.553 0.693
H 1.8131 -1.5934 1.0929 -0.135 0.028 -0.172
H 3.1149 -0.6858 0.3108 -0.201 -0.055 -0.216
H -1.8002 0.6118 -1.1548 -0.028 0.240 0.087
H -1.9819 2.8003 0.0212 0.143 -0.222 0.206
H -0.6607 2.2238 1.2171 0.104 0.161 0.201
H -2.0468 -2.7938 0.0596 0.136 0.446 -0.138
H -2.6141 -1.0274 0.2675 -0.062 0.244 0.015